Below is an isolated molecule of C7H13NOS2 at a distorted geometry, with properties calculated with wB97M-V/def2-TZVPD.

The geometry in ORCA input format:
```
! wB97M-V def2-TZVPD RIJCOSX def2/J DEFGRID3
* xyz 0 1
C 2.865 -0.547 1.701
C 2.081 0.148 0.738
C 0.821 -0.131 -1.512
C -0.777 -0.065 -1.156
C -0.963 0.763 0.012
C -2.424 1.338 0.029
C -4.192 -0.622 -0.161
H 2.348 -1.370 2.320
H 3.406 0.059 2.357
H 3.741 -1.181 1.261
H 1.246 0.919 0.925
H 2.776 0.708 0.142
H 1.106 1.016 -1.592
H 1.029 -0.567 -2.573
H -1.397 0.044 -2.031
H -1.274 -1.066 -0.796
H 0.083 1.341 0.008
H -0.902 -0.064 0.928
H -2.580 2.313 -0.585
H -2.498 1.474 1.299
N -3.288 0.179 -0.467
O 2.754 -1.889 -0.878
S 1.465 -1.213 -0.345
S -5.426 -1.587 0.375
*
```

## Properties
Gap between HOMO and LUMO, eV: 9.2509
Electronic energy, a.u.: -1200.68902
Highest occupied orbital energy, eV: -9.153
LUMO level, eV: 0.10

Partial atomic charges computed with the natural (NBO) method, in multiples of e: -0.658, -0.595, -0.688, -0.445, -0.436, -0.218, 0.301, 0.211, 0.223, 0.257, 0.230, 0.224, 0.228, 0.274, 0.239, 0.231, 0.225, 0.205, 0.245, 0.228, -0.514, -0.960, 1.239, -0.046

=====

Below is C26H33N8O4Os as an isolated structure, with properties calculated with wB97M-V/def2-TZVPD.

The geometry in ORCA input format:
```
! wB97M-V def2-TZVPD RIJCOSX def2/J DEFGRID3
* xyz 3 5
Os 0.065 -0.675 -0.387
C 4.230 2.630 -1.268
N 4.175 1.332 -0.610
C 5.433 0.811 -0.046
C 5.051 -0.577 0.465
N 3.614 -0.640 0.183
C 2.873 -1.851 0.445
C 3.173 0.459 -0.431
N 1.878 0.563 -0.840
C 1.392 1.784 -1.281
C -1.299 1.768 -1.128
N -1.735 0.556 -0.568
C -3.028 0.390 -0.191
N -3.401 -0.612 0.610
C -2.600 -1.642 1.227
C -4.860 -0.716 0.709
C -5.336 0.540 -0.018
N -4.094 1.103 -0.579
C -4.217 2.293 -1.411
H 5.280 2.899 -1.352
H 3.746 3.418 -0.691
H 3.832 2.586 -2.283
H 5.785 1.472 0.745
H 6.188 0.770 -0.831
H 5.227 -0.700 1.533
H 5.567 -1.374 -0.072
H 3.557 -2.569 0.893
H 2.497 -2.291 -0.479
H 2.064 -1.695 1.167
H 0.970 1.782 -2.284
H 1.963 2.681 -1.076
H -0.996 1.707 -2.173
H -1.878 2.663 -0.929
H -1.574 -1.307 1.416
H -2.582 -2.555 0.630
H -3.029 -1.868 2.203
H -5.157 -0.730 1.757
H -5.202 -1.638 0.236
H -5.804 1.265 0.648
H -6.025 0.315 -0.831
H -5.279 2.455 -1.576
H -3.760 2.154 -2.392
H -3.834 3.189 -0.923
O 0.358 0.183 1.760
C 0.051 1.165 2.420
C 0.012 2.564 1.952
C -0.041 3.528 2.959
C -0.016 4.869 2.619
C 0.036 5.305 1.314
C 0.063 4.353 0.289
C 0.057 3.021 0.628
O 0.055 2.070 -0.430
N -0.059 5.876 3.714
O -0.044 7.033 3.379
O -0.095 5.436 4.837
H -0.178 1.032 3.486
H -0.088 3.250 4.004
H 0.045 6.366 1.104
H 0.083 4.666 -0.746
N -0.062 -2.721 -0.752
C -0.119 -3.840 -1.039
C -0.188 -5.216 -1.391
C 0.345 -6.172 -0.518
C 0.272 -7.504 -0.877
C -0.323 -7.865 -2.082
C -0.851 -6.908 -2.943
C -0.787 -5.569 -2.605
H 0.798 -5.876 0.417
H 0.676 -8.263 -0.222
H -0.376 -8.910 -2.355
H -1.307 -7.208 -3.875
H -1.185 -4.812 -3.267
*
```

## Properties
Gap between HOMO and LUMO (alpha / beta), eV: 7.3471 / 7.0494
Electronic energy, a.u.: -1839.06212
Highest occupied orbital energy (alpha / beta), eV: -16.505 / -16.645
LUMO level (alpha / beta), eV: -9.16 / -9.60

Partial atomic charges computed with the Mulliken method, in multiples of e: 1.596, -0.990, -0.068, -0.747, -0.642, 0.108, -1.099, 0.536, -0.430, -0.164, -0.367, -0.485, 0.515, 0.086, -1.050, -0.633, -0.731, -0.008, -0.941, 0.417, 0.333, 0.436, 0.370, 0.455, 0.382, 0.406, 0.427, 0.473, 0.212, 0.133, 0.184, 0.124, 0.502, 0.392, 0.267, 0.333, 0.376, 0.353, 0.382, 0.432, 0.413, 0.383, 0.341, -0.572, -0.575, 1.096, -0.715, -0.687, -0.498, -0.287, -0.421, -0.012, 1.009, -0.560, -0.569, 0.422, 0.615, 0.574, 0.686, -0.484, 0.677, 0.590, -0.378, -0.692, -0.332, -0.700, -0.368, 0.449, 0.429, 0.425, 0.429, 0.439

=====

Below is an isolated ion of composition C2H2NOS2 and charge -1 at a distorted geometry, with properties calculated with wB97M-V/def2-TZVPD.

The geometry in ORCA input format:
```
! wB97M-V def2-TZVPD RIJCOSX def2/J DEFGRID3
* xyz -1 3
C 0.385 -0.574 -0.315
C -0.566 -0.552 0.674
N 0.813 0.532 -0.928
O 1.639 0.381 -1.880
S -1.387 0.776 1.352
S -0.753 2.471 0.599
H 0.775 -1.555 -0.619
H -0.906 -1.478 1.116
*
```

## Properties
Gap between HOMO and LUMO (alpha / beta), eV: 5.7458 / 5.9897
Electronic energy, a.u.: -1003.71178
Highest occupied orbital energy (alpha / beta), eV: -2.034 / -2.756
LUMO level (alpha / beta), eV: 3.71 / 3.23

Partial atomic charges computed with the natural (NBO) method, in multiples of e: -0.172, -0.483, 0.060, -0.366, 0.181, -0.607, 0.183, 0.203

=====

Below is an isolated molecule of C22H32N2O4S at a distorted geometry, with properties calculated with wB97M-V/def2-TZVPD.

The geometry in ORCA input format:
```
! wB97M-V def2-TZVPD RIJCOSX def2/J DEFGRID3
* xyz 0 1
C -5.583 -3.365 -0.555
C -4.765 -2.508 0.374
O -3.720 -2.137 -0.388
C -2.962 -1.382 0.612
O -3.195 -1.263 1.905
C -1.736 -0.718 -0.335
C -2.169 0.301 -0.974
C -2.816 1.474 -0.369
C -3.901 2.446 -1.305
C -4.066 3.587 -0.506
C -2.900 4.362 -0.100
C -1.867 3.440 0.661
O -1.778 2.506 -0.066
C -0.731 -0.158 0.679
C -0.055 -1.222 1.394
N 0.683 -2.406 0.436
C 1.913 -1.953 0.005
O 2.306 -2.806 -1.017
N 2.531 -0.996 0.576
C 3.898 -0.701 0.114
C 4.790 -1.436 -0.399
C 6.181 -0.782 -0.868
C 6.363 0.490 -0.471
C 5.392 1.291 -0.151
C 4.063 0.908 0.404
S 2.917 2.043 0.929
C 1.976 2.286 -0.523
C -0.311 -2.847 -0.240
C -1.126 -1.908 -1.086
H -6.504 -3.686 -0.174
H -4.841 -4.190 -0.670
H -5.845 -2.846 -1.597
H -4.463 -2.985 1.234
H -5.497 -1.701 0.686
H -3.186 0.036 -1.514
H -1.541 0.667 -1.761
H -3.323 1.328 0.610
H -4.618 1.843 -1.216
H -3.364 2.590 -2.258
H -4.839 4.155 -1.011
H -4.629 3.307 0.541
H -3.223 5.380 0.414
H -2.317 4.883 -1.159
H -1.035 4.206 0.713
H -2.416 3.336 1.537
H -1.135 0.400 1.502
H -0.032 0.634 0.239
H 0.769 -0.890 2.220
H -0.792 -1.769 2.170
H 2.075 -0.278 0.851
H 4.588 -2.306 -0.698
H 6.849 -1.595 -1.152
H 7.294 0.783 -0.723
H 5.697 2.500 0.077
H 1.960 1.475 -1.493
H 1.135 2.633 -0.456
H 2.599 2.787 -1.279
H 0.143 -3.725 -0.937
H -1.027 -3.408 0.666
H -1.830 -2.120 -1.644
H -0.352 -1.374 -1.949
*
```

## Properties
SMILES: CCOC(=O)C1(C[C@@H]2CCCCO2)CCN(C(=O)Nc2ccccc2SC)CC1
Gap between HOMO and LUMO, eV: 8.4628
Electronic energy, a.u.: -1665.49014
Highest occupied orbital energy, eV: -8.540
LUMO level, eV: -0.08

Partial atomic charges computed with the natural (NBO) method, in multiples of e: -0.611, -0.081, -0.520, 0.839, -0.600, -0.133, -0.432, 0.125, -0.371, -0.442, -0.394, -0.029, -0.569, -0.492, -0.259, -0.432, 0.778, -0.739, -0.600, 0.193, -0.240, -0.101, -0.318, -0.138, -0.275, 0.315, -0.772, -0.203, -0.360, 0.212, 0.208, 0.208, 0.189, 0.160, 0.216, 0.247, 0.190, 0.194, 0.213, 0.224, 0.180, 0.208, 0.160, 0.175, 0.138, 0.250, 0.232, 0.224, 0.241, 0.401, 0.232, 0.225, 0.219, 0.211, 0.235, 0.201, 0.230, 0.260, 0.176, 0.210, 0.191

=====

Below is an isolated molecule of C5H4O3 at a distorted geometry, with properties calculated with wB97M-V/def2-TZVPD.

The geometry in ORCA input format:
```
! wB97M-V def2-TZVPD RIJCOSX def2/J DEFGRID3
* xyz 0 1
C 1.161 0.742 -1.150
C 0.677 0.226 -0.077
O 1.454 -0.307 0.960
C 0.439 -0.666 1.955
O 0.656 -1.388 2.911
O -0.781 -0.224 1.567
C -0.745 0.013 0.207
C -1.687 0.046 -0.757
H 0.852 1.058 -2.111
H 2.199 0.912 -0.972
H -2.787 -0.450 -0.637
H -1.439 0.039 -1.899
*
```

## Properties
SMILES: C=c1oc(=O)oc1=C
Gap between HOMO and LUMO, eV: 9.7120
Electronic energy, a.u.: -418.56597
Highest occupied orbital energy, eV: -9.461
LUMO level, eV: 0.25

Partial atomic charges computed with the natural (NBO) method, in multiples of e: -0.442, 0.225, -0.468, 0.968, -0.525, -0.457, 0.228, -0.454, 0.234, 0.214, 0.235, 0.240

=====

Below is an isolated molecule of C21H28N2O2, with properties calculated with wB97M-V/def2-TZVPD.

The geometry in ORCA input format:
```
! wB97M-V def2-TZVPD RIJCOSX def2/J DEFGRID3
* xyz 0 1
C -6.063 -0.072 -0.881
O -5.487 1.090 -0.335
C -4.248 1.002 0.219
C -3.737 2.185 0.759
C -2.491 2.194 1.348
C -1.728 1.036 1.399
C -2.224 -0.141 0.859
C -1.416 -1.410 0.884
N -1.416 -2.085 -0.408
C -0.730 -3.359 -0.340
C -0.953 -1.266 -1.519
C 0.513 -0.828 -1.421
O 1.418 -1.430 -1.958
N 0.685 0.272 -0.644
C 1.917 0.941 -0.432
C 2.024 2.257 -0.898
C 0.861 2.905 -1.590
C 3.214 2.940 -0.715
C 4.285 2.326 -0.091
C 4.160 1.035 0.381
C 2.974 0.323 0.236
C 2.852 -1.061 0.826
C 3.162 -1.044 2.325
C 3.758 -2.044 0.084
C -3.486 -0.157 0.276
H -5.466 -0.466 -1.710
H -7.040 0.231 -1.254
H -6.190 -0.851 -0.123
H -4.340 3.077 0.706
H -2.105 3.110 1.770
H -0.758 1.050 1.875
H -0.397 -1.197 1.251
H -1.878 -2.105 1.596
H -0.804 -3.853 -1.307
H 0.334 -3.267 -0.082
H -1.217 -3.982 0.410
H -1.602 -0.389 -1.593
H -1.061 -1.862 -2.429
H -0.143 0.791 -0.381
H 1.145 3.879 -1.979
H 0.025 3.043 -0.902
H 0.516 2.287 -2.419
H 3.306 3.954 -1.075
H 5.216 2.859 0.033
H 4.999 0.571 0.877
H 1.820 -1.403 0.705
H 2.544 -0.308 2.836
H 4.205 -0.802 2.508
H 2.961 -2.023 2.756
H 4.798 -1.733 0.143
H 3.462 -2.091 -0.961
H 3.668 -3.039 0.518
H -3.839 -1.089 -0.135
*
```

## Properties
SMILES: COc1cccc(CN(C)CC(=O)Nc2c(C)cccc2C(C)C)c1
Gap between HOMO and LUMO, eV: 9.2516
Electronic energy, a.u.: -1077.01750
Highest occupied orbital energy, eV: -8.571
LUMO level, eV: 0.68

Partial atomic charges computed with the natural (NBO) method, in multiples of e: -0.254, -0.509, 0.396, -0.276, -0.191, -0.276, -0.004, -0.243, -0.426, -0.409, -0.317, 0.665, -0.617, -0.650, 0.097, -0.011, -0.634, -0.212, -0.199, -0.243, 0.095, -0.263, -0.595, -0.603, -0.345, 0.177, 0.202, 0.178, 0.223, 0.217, 0.218, 0.180, 0.213, 0.207, 0.176, 0.198, 0.210, 0.224, 0.418, 0.221, 0.213, 0.223, 0.207, 0.212, 0.210, 0.205, 0.207, 0.201, 0.208, 0.196, 0.244, 0.201, 0.235

=====

Below is C9H24N2O3Re as an isolated structure at a distorted geometry, with properties calculated with wB97M-V/def2-TZVPD.

The geometry in ORCA input format:
```
! wB97M-V def2-TZVPD RIJCOSX def2/J DEFGRID3
* xyz 4 2
Re -0.056 -0.109 -0.224
C -1.154 -3.263 -0.412
O -1.327 -1.846 -0.512
C -2.669 -1.409 -0.821
C -2.638 -0.209 -1.762
O -1.707 0.730 -1.214
C -1.485 1.963 -1.906
C -0.450 2.728 -1.080
O 0.680 1.871 -0.792
C 1.887 2.237 -1.457
H -2.071 -3.765 -0.080
H -0.358 -3.492 0.297
H -0.900 -3.679 -1.400
H -3.156 -1.142 0.133
H -3.258 -2.218 -1.268
H -3.651 0.222 -1.844
H -2.333 -0.495 -2.785
H -2.410 2.557 -1.981
H -1.144 1.764 -2.935
H -0.883 3.025 -0.115
H -0.133 3.636 -1.609
H 2.131 3.291 -1.249
H 1.799 2.148 -2.549
H 2.710 1.619 -1.094
N -0.259 0.134 1.988
C 0.929 0.440 2.799
C 1.998 -0.636 2.699
C 2.697 -0.690 1.347
N 1.814 -1.112 0.223
H -0.961 0.865 2.172
H -0.658 -0.744 2.353
H 0.624 0.513 3.858
H 1.327 1.424 2.528
H 1.588 -1.615 2.968
H 2.767 -0.428 3.456
H 3.535 -1.395 1.427
H 3.124 0.290 1.111
H 1.648 -2.121 0.357
H 2.403 -1.090 -0.624
*
```

## Properties
Gap between HOMO and LUMO (alpha / beta), eV: 6.6137 / 7.2028
Electronic energy, a.u.: -768.93339
Highest occupied orbital energy (alpha / beta), eV: -25.896 / -25.897
LUMO level (alpha / beta), eV: -19.28 / -18.69

Partial atomic charges computed with the natural (NBO) method, in multiples of e: 1.908, -0.294, -0.494, -0.130, -0.132, -0.528, -0.128, -0.129, -0.463, -0.302, 0.283, 0.221, 0.268, 0.249, 0.301, 0.301, 0.255, 0.300, 0.252, 0.249, 0.303, 0.287, 0.257, 0.229, -0.731, -0.273, -0.464, -0.249, -0.828, 0.465, 0.458, 0.317, 0.250, 0.243, 0.328, 0.296, 0.234, 0.434, 0.456

=====

Below is C17H30CaF18O15P3 as an isolated structure at a distorted geometry, with properties calculated with wB97M-V/def2-TZVPD.

The geometry in ORCA input format:
```
! wB97M-V def2-TZVPD RIJCOSX def2/J DEFGRID3
* xyz -1 1
Ca 4.286 14.564 -1.811
P 4.118 17.827 -2.511
F 4.503 17.006 -1.141
F 4.215 19.230 -1.791
F 5.619 17.897 -2.996
F 3.592 18.459 -3.878
F 4.059 16.282 -3.202
F 2.565 17.631 -2.070
P 7.349 15.348 -0.456
F 7.783 13.830 -0.593
F 5.841 14.806 0.017
F 7.852 15.469 1.050
F 6.905 16.885 -0.354
F 8.765 15.779 -1.066
F 6.649 15.340 -1.967
P 3.919 11.539 -0.774
F 5.463 11.984 -0.795
F 4.267 10.136 -1.400
F 4.016 11.020 0.719
F 2.356 11.229 -0.822
F 3.538 13.066 -0.199
F 3.807 12.238 -2.293
C 6.970 20.458 -0.352
C 7.442 20.736 -1.741
C 6.353 21.191 -2.742
O 6.969 22.284 -3.417
C 8.105 22.665 -2.773
O 8.756 23.606 -3.090
O 8.344 21.867 -1.724
H 6.233 19.654 -0.374
H 6.475 21.335 0.072
H 7.801 20.160 0.285
H 8.002 19.863 -2.084
H 5.453 21.418 -2.176
H 6.220 20.381 -3.453
C 6.375 17.803 2.856
C 6.855 17.436 4.246
C 7.779 16.208 4.281
O 9.031 16.709 4.733
C 8.950 18.025 4.994
O 9.845 18.712 5.366
O 7.706 18.484 4.771
H 5.764 16.949 2.563
H 7.264 17.935 2.233
H 5.869 18.764 2.795
H 6.020 17.293 4.933
H 7.878 15.759 3.293
H 7.396 15.424 4.933
C 13.592 18.219 3.421
O 13.881 17.180 2.493
C 12.870 16.608 1.821
O 12.844 15.446 1.552
O 11.943 17.521 1.489
C 10.622 17.033 1.253
H 13.907 19.175 3.006
H 14.136 18.001 4.338
H 12.532 18.267 3.669
H 10.097 16.976 2.208
H 10.564 16.079 0.737
H 10.116 17.768 0.631
C 3.512 10.614 3.928
O 4.444 11.599 3.519
C 5.257 12.081 4.467
O 5.170 11.866 5.642
O 6.186 12.887 3.955
C 6.441 12.901 2.550
H 2.579 11.073 4.259
H 3.922 9.989 4.718
H 3.287 10.008 3.053
H 5.673 13.449 2.009
H 6.396 11.879 2.167
H 7.440 13.262 2.336
C 9.021 15.109 -4.204
O 9.289 14.809 -5.571
C 9.290 13.515 -5.879
O 9.125 12.603 -5.121
O 9.483 13.404 -7.209
C 9.904 12.144 -7.670
H 8.791 16.173 -4.145
H 9.875 14.882 -3.576
H 8.089 14.657 -3.868
H 10.192 11.458 -6.876
H 10.754 12.259 -8.344
H 9.118 11.648 -8.248
*
```

## Properties
Gap between HOMO and LUMO, eV: 10.0864
Electronic energy, a.u.: -5294.64698
Highest occupied orbital energy, eV: -8.776
LUMO level, eV: 1.31

Partial atomic charges computed with the Mulliken method, in multiples of e: 1.461, 1.368, -0.359, -0.322, -0.275, -0.368, -0.550, -0.386, 1.945, -0.472, -0.198, -0.357, -0.540, -0.381, -0.464, 1.245, -0.304, -0.360, -0.293, -0.348, -0.476, -0.503, -1.346, 0.632, -0.097, -0.386, 0.544, -0.556, -0.395, 0.246, 0.428, 0.313, 0.145, 0.323, 0.151, -1.035, 0.288, 0.389, -0.384, 0.688, -0.567, -0.418, 0.299, 0.073, 0.471, 0.339, -0.300, 0.257, -0.449, -0.364, 0.740, -0.549, -0.410, -0.421, 0.255, 0.244, 0.180, 0.099, 0.421, 0.201, -0.762, -0.225, 0.664, -0.600, -0.286, -0.632, 0.288, 0.374, 0.225, 0.143, 0.466, 0.272, -0.524, -0.338, 0.755, -0.555, -0.332, -0.677, 0.319, 0.338, 0.146, 0.340, 0.248, 0.245